16
Properties=species:S:1:pos:R:3:forces:R:3:lowdin_charge:R:1 method="wB97M-V/def2-TZVPD" homo_ev=-7.6131 orbital_gap_ha=0.3223
C 1.9441 -0.1291 -0.0185 -0.08 -0.06 0.02 -0.121
C 0.9256 0.8544 -0.5544 0.47 0.24 -0.26 -0.148
C -0.6525 0.1304 0.5366 -0.32 -0.16 0.32 -0.195
C -1.0088 -1.3063 0.7450 -0.02 -0.04 0.07 -0.104
C -1.6364 0.9072 -0.2137 -0.11 0.09 0.09 -0.202
O -0.6646 0.4012 -1.1324 0.15 -0.04 -0.06 -0.139
H 1.7608 -1.1250 -0.4308 0.03 0.05 0.04 0.078
H 1.9358 -0.1961 1.0722 -0.11 0.05 -0.19 0.079
H 2.9456 0.1727 -0.3584 -0.20 0.01 -0.04 0.079
H 1.1703 1.0658 -1.6022 0.05 -0.02 0.08 0.104
H 0.8846 1.7840 0.0047 -0.14 -0.11 -0.08 0.106
H -0.1271 -1.9587 0.7622 -0.15 0.14 -0.01 0.065
H -1.4616 -1.3528 1.7441 0.02 -0.07 -0.08 0.085
H -1.7289 -1.7048 0.0126 0.09 0.08 0.08 0.081
H -1.6709 1.9983 -0.1593 0.04 -0.15 0.09 0.112
H -2.6157 0.4588 -0.4077 0.28 -0.01 -0.07 0.120

16
Properties=species:S:1:pos:R:3:forces:R:3:lowdin_charge:R:1 method="wB97M-V/def2-TZVPD" homo_ev="-6.6536 / -7.1132" orbital_gap_ha="0.2818 / 0.2976"
C 2.0203 0.5841 0.3839 0.05 0.03 0.07 -0.096
C 1.1224 0.1280 -0.7783 -0.05 0.00 -0.01 -0.193
C -0.2744 -0.1598 -0.3355 0.36 -0.55 0.09 -0.366
C -0.7512 -1.4307 0.2453 -0.03 -0.06 -0.02 -0.047
C -2.3599 0.8430 0.0420 -0.38 0.07 0.31 -0.048
O -1.1032 0.8313 -0.3878 0.09 0.54 -0.24 -0.056
H 2.0465 -0.1706 1.1782 0.02 0.10 -0.12 0.074
H 1.6377 1.5140 0.8185 0.06 -0.14 -0.06 0.077
H 3.0471 0.7622 0.0463 -0.14 -0.04 0.04 0.069
H 1.5502 -0.7727 -1.2394 -0.09 0.16 0.06 0.112
H 1.0929 0.9137 -1.5421 0.00 -0.12 0.06 0.116
H -1.7401 -1.6652 -0.1901 0.15 -0.01 0.04 0.089
H -0.0539 -2.2483 0.0419 -0.09 0.16 0.06 0.086
H -0.9168 -1.3718 1.3352 0.02 0.00 -0.14 0.093
H -2.6331 0.1523 0.8293 -0.03 0.02 -0.13 0.042
H -2.8142 1.8213 -0.0365 0.07 -0.16 -0.01 0.048

16
Properties=species:S:1:pos:R:3:forces:R:3:lowdin_charge:R:1 method="wB97M-V/def2-TZVPD" homo_ev=-7.4846 orbital_gap_ha=0.3103
C -0.4513 0.7522 -1.8750 -0.14 0.10 0.13 -0.128
C 0.3417 -0.3873 -1.2213 -0.64 -0.01 0.43 -0.215
C 0.9021 0.0341 0.1872 -0.79 0.98 0.31 -0.204
C -0.2339 0.6690 1.4161 -0.38 0.06 -0.21 -0.086
C 0.5065 -1.1874 1.4221 -0.45 -0.34 -0.10 -0.175
O 1.6727 -0.9791 0.7887 -0.13 -1.05 -0.42 -0.056
H 0.1597 1.6615 -1.9068 -0.12 -0.13 0.02 0.079
H -1.3593 0.9680 -1.3070 0.03 0.12 -0.09 0.057
H -0.7665 0.5275 -2.9043 0.18 -0.11 0.33 0.072
H 1.0269 -0.7633 -2.0302 0.31 0.42 1.56 0.126
H -0.3101 -1.2442 -1.0216 -0.27 -0.17 -0.38 0.089
H -0.8601 1.2272 0.7291 0.28 0.78 0.08 0.049
H -1.0358 0.1272 2.0116 0.54 0.10 -0.71 0.074
H 0.2752 1.2211 2.2140 0.18 0.40 -0.85 0.081
H -0.4802 -1.5054 0.9948 1.67 -0.97 0.06 0.120
H 0.6123 -1.1212 2.5025 -0.27 -0.17 -0.15 0.117

Result set for calculated total energy: -271.53688 -271.63209 -271.52240 hartree, one per record in the order listed.
Result set for relative energy (zero: lowest compared OMol25 entry of this formula, charge and spin): 566.4 316.4 604.4 kJ/mol, one per record in the order listed.